Record 1
DFT (wB97M-V/def2-TZVPD) results for a structure of composition C19H39O2P3PtS in a non-equilibrium geometry.

Geometry (Å):
P  -1.13  -3.24  0.52
C  -0.30  -3.90  1.94
H  -0.71  -4.91  2.08
H  -0.47  -3.29  2.82
H  0.77  -3.95  1.76
C  -2.70  -2.48  0.92
H  -3.22  -2.15  0.01
H  -2.57  -1.61  1.59
H  -3.29  -3.27  1.43
C  -1.34  -4.45  -0.79
H  -2.13  -5.15  -0.42
H  -0.39  -4.98  -0.96
H  -1.65  -3.97  -1.74
P  2.24  -0.01  -2.29
C  3.49  -0.58  -1.08
H  4.50  -0.50  -1.52
H  3.27  -1.62  -0.81
H  3.40  0.04  -0.19
C  2.45  -1.13  -3.76
H  1.74  -0.83  -4.55
H  2.21  -2.15  -3.43
H  3.50  -1.07  -4.12
C  2.90  1.61  -2.88
H  3.84  1.44  -3.46
H  3.09  2.23  -1.99
H  2.14  2.11  -3.51
P  -0.32  3.14  1.36
C  0.78  3.21  2.75
H  0.49  4.08  3.34
H  1.81  3.31  2.40
H  0.71  2.30  3.35
C  -0.37  4.65  0.39
H  -0.77  5.43  1.08
H  -1.03  4.52  -0.49
H  0.64  4.92  0.03
C  -1.99  2.69  1.87
H  -2.50  3.66  2.06
H  -1.96  2.09  2.80
H  -2.53  2.12  1.10
Pt  -0.11  0.29  -2.06
C  -0.05  -1.83  -0.24
O  1.06  -1.65  0.26
C  0.43  1.81  0.13
O  1.56  1.43  0.41
C  -1.15  1.92  -3.07
C  -1.83  1.60  -1.85
C  -2.30  0.28  -1.59
C  -1.98  -0.75  -2.57
C  -1.27  -0.42  -3.77
C  -0.82  0.91  -3.98
H  -0.75  2.94  -3.24
H  -1.99  2.37  -1.06
H  -2.80  0.02  -0.65
H  -2.24  -1.78  -2.35
H  -0.97  -1.21  -4.45
H  -0.15  1.11  -4.81
C  -0.87  -0.45  4.81
S  -0.27  -0.39  3.11
C  1.48  -0.73  3.44
H  -1.97  -0.44  4.77
H  -0.51  0.43  5.36
H  -0.53  -1.37  5.30
H  1.78  -0.20  4.35
H  1.62  -1.82  3.57
H  2.07  -0.38  2.59

Values from the calculation:
⟨S²⟩: 6.02
highest occupied orbital energy (spin up / spin down): -18.5 / -19.0 eV
energy relative to the best compared isomer or geometry (same formula, charge and spin): 0.0 kcal per mole
Kohn-Sham gap (spin up / spin down): 6.43 / 2.86 eV
charge: +4
calculated total energy: -2437.67775 Eh
multiplicity: 5



Record 2
DFT (wB97M-V/def2-TZVPD) results for the molecule C5H5F in a non-equilibrium geometry.

Geometry (Å):
C  0.67  1.48  2.67
C  0.55  0.71  1.43
C  0.47  -0.11  0.55
C  0.27  -0.85  -0.60
C  -0.72  -0.44  -1.37
F  -1.03  -0.94  -2.57
H  0.32  1.02  3.61
H  1.78  1.45  2.91
H  0.26  2.46  2.68
H  0.89  -1.64  -1.01
H  -1.44  0.39  -1.10

Values from the calculation:
highest occupied orbital energy: -8.7 eV
energy relative to the best compared isomer or geometry (same formula, charge and spin): 36.3 kcal per mole
Kohn-Sham gap: 9.65 eV
calculated total energy: -293.28417 Eh



Record 3
DFT (wB97M-V/def2-TZVPD) results for a cluster of 2 separate species, CH7PSi in total in a non-equilibrium geometry.

Geometry (Å):
C  -1.52  -0.52  -0.66
Si  -0.83  0.77  0.54
P  2.83  0.42  -0.18
H  -0.91  -0.36  -1.67
H  -1.24  -1.43  -0.21
H  -2.64  -0.47  -0.73
H  -0.86  2.20  0.26
H  0.04  0.12  1.58
H  3.27  -0.23  0.98
H  1.86  -0.51  0.10

Values from the calculation:
highest occupied orbital energy (spin up / spin down): -6.8 / -8.7 eV
energy relative to the best compared isomer or geometry (same formula, charge and spin): 86.7 kcal per mole
Kohn-Sham gap (spin up / spin down): 5.62 / 8.55 eV
calculated total energy: -672.97044 Eh



Repeat the first record exactly.
DFT (wB97M-V/def2-TZVPD) results for a structure of composition C19H39O2P3PtS in a non-equilibrium geometry.

Geometry (Å):
P  -1.13  -3.24  0.52
C  -0.30  -3.90  1.94
H  -0.71  -4.91  2.08
H  -0.47  -3.29  2.82
H  0.77  -3.95  1.76
C  -2.70  -2.48  0.92
H  -3.22  -2.15  0.01
H  -2.57  -1.61  1.59
H  -3.29  -3.27  1.43
C  -1.34  -4.45  -0.79
H  -2.13  -5.15  -0.42
H  -0.39  -4.98  -0.96
H  -1.65  -3.97  -1.74
P  2.24  -0.01  -2.29
C  3.49  -0.58  -1.08
H  4.50  -0.50  -1.52
H  3.27  -1.62  -0.81
H  3.40  0.04  -0.19
C  2.45  -1.13  -3.76
H  1.74  -0.83  -4.55
H  2.21  -2.15  -3.43
H  3.50  -1.07  -4.12
C  2.90  1.61  -2.88
H  3.84  1.44  -3.46
H  3.09  2.23  -1.99
H  2.14  2.11  -3.51
P  -0.32  3.14  1.36
C  0.78  3.21  2.75
H  0.49  4.08  3.34
H  1.81  3.31  2.40
H  0.71  2.30  3.35
C  -0.37  4.65  0.39
H  -0.77  5.43  1.08
H  -1.03  4.52  -0.49
H  0.64  4.92  0.03
C  -1.99  2.69  1.87
H  -2.50  3.66  2.06
H  -1.96  2.09  2.80
H  -2.53  2.12  1.10
Pt  -0.11  0.29  -2.06
C  -0.05  -1.83  -0.24
O  1.06  -1.65  0.26
C  0.43  1.81  0.13
O  1.56  1.43  0.41
C  -1.15  1.92  -3.07
C  -1.83  1.60  -1.85
C  -2.30  0.28  -1.59
C  -1.98  -0.75  -2.57
C  -1.27  -0.42  -3.77
C  -0.82  0.91  -3.98
H  -0.75  2.94  -3.24
H  -1.99  2.37  -1.06
H  -2.80  0.02  -0.65
H  -2.24  -1.78  -2.35
H  -0.97  -1.21  -4.45
H  -0.15  1.11  -4.81
C  -0.87  -0.45  4.81
S  -0.27  -0.39  3.11
C  1.48  -0.73  3.44
H  -1.97  -0.44  4.77
H  -0.51  0.43  5.36
H  -0.53  -1.37  5.30
H  1.78  -0.20  4.35
H  1.62  -1.82  3.57
H  2.07  -0.38  2.59

Values from the calculation:
⟨S²⟩: 6.02
highest occupied orbital energy (spin up / spin down): -18.5 / -19.0 eV
energy relative to the best compared isomer or geometry (same formula, charge and spin): 0.0 kcal per mole
Kohn-Sham gap (spin up / spin down): 6.43 / 2.86 eV
charge: +4
calculated total energy: -2437.67775 Eh
multiplicity: 5



Q: The lowest calculated total energy belongs to which entry?
A: C19H39O2P3PtS